w.
The following is a DFT calculation (ωB97M-V/def2-TZVPD) of a 2-piece molecular cluster, C6H13NO2S overall.

Results
Gap between HOMO and LUMO (spin up / spin down) ... 8.22 / 8.22 eV
Highest occupied orbital energy (spin up / spin down) ... -8.5880 / -8.5879 eV

```
! RIJCOSX wB97M-V def2-TZVPD def2/J DEFGRID3
* xyz 0 1
C 0.455 2.183 -1.391
C 0.132 0.935 -1.337
C 0.223 3.169 -0.283
C 0.143 -0.380 -2.087
C -0.810 -2.545 0.423
C 0.965 -1.428 1.920
N -0.331 -1.441 1.210
O -2.244 -0.077 0.584
O -0.534 0.993 1.998
S -0.867 0.147 0.834
H 0.967 2.605 -2.326
H 0.155 2.685 0.749
H 0.938 3.897 -0.101
H -0.682 3.687 -0.459
H -0.269 -0.007 -3.006
H -0.527 -1.091 -1.628
H 1.105 -0.826 -2.298
H -1.418 -2.171 -0.317
H 0.005 -3.080 0.064
H -1.340 -2.991 1.155
H 0.898 -1.977 2.864
H 1.810 -1.851 1.321
H 1.226 -0.437 2.109
*
```

x.
The following is a DFT calculation (ωB97M-V/def2-TZVPD) of a 2-piece molecular cluster, C6H13NO2S overall.

Results
Gap between HOMO and LUMO ... 9.00 eV
Highest occupied orbital energy ... -8.6761 eV

```
! RIJCOSX wB97M-V def2-TZVPD def2/J DEFGRID3
* xyz 0 1
C 0.816 0.017 -2.582
C 0.165 0.818 -1.730
C -1.298 -1.141 1.256
C 1.200 -0.763 0.694
C -0.338 1.873 0.567
C -0.217 -0.735 0.197
N -0.412 0.584 -0.493
O -2.691 1.380 -2.375
O -2.431 -1.044 -1.824
S -2.644 0.308 -1.363
H 1.076 0.412 -3.527
H 0.940 -1.077 -2.327
H 0.105 1.951 -1.973
H -1.212 -2.153 1.419
H -1.169 -0.571 2.192
H -2.351 -1.165 1.003
H 1.597 -0.348 1.692
H 1.705 -0.090 0.075
H 1.591 -1.782 0.634
H 0.642 2.061 0.798
H -0.985 2.626 0.068
H -0.985 1.600 1.399
H -0.221 -1.365 -0.646
*
```

y.
The following is a DFT calculation (ωB97M-V/def2-TZVPD) of an isolated molecule of C6H13NO2S.

Results
Gap between HOMO and LUMO ... 8.24 eV
Highest occupied orbital energy ... -7.7896 eV

```
! RIJCOSX wB97M-V def2-TZVPD def2/J DEFGRID3
* xyz 0 1
C 1.904 -0.966 -0.066
C 0.541 0.971 -1.333
C -0.001 0.475 0.022
C -1.040 -1.323 1.303
C -2.320 0.369 -0.295
C -1.140 -0.566 -0.018
N 0.144 1.211 1.092
O 3.116 0.157 -2.182
O 2.848 1.375 -0.093
S 2.327 0.411 -1.005
H 2.522 -1.271 0.710
H 1.496 -1.746 -0.628
H 0.327 0.508 -2.348
H 0.566 2.088 -1.466
H -1.601 -0.949 2.274
H 0.009 -1.664 1.443
H -1.516 -2.291 1.309
H -2.632 0.419 -1.370
H -1.981 1.282 0.149
H -3.205 0.090 0.234
H -0.982 -1.326 -0.915
H -0.385 0.976 1.942
H 1.004 1.770 1.242
*
```

Stability, lowest: w